1 | 19
Properties=species:S:1:pos:R:3:nbo_charge:R:1 method="wB97M-V/def2-TZVPD" total_charge=0 homo_lumo_gap_ev=7.6
C -2.472 -1.071 0.348 -0.418
C 2.312 -0.699 0.288 -0.609
C 1.262 1.092 -1.193 -0.643
N -1.784 0.153 -0.023 -0.592
C -1.075 1.136 0.861 0.608
C 1.089 0.087 -0.094 -0.103
C -0.037 -0.014 0.660 -0.200
O -1.069 2.311 0.602 -0.535
H -2.091 0.556 -0.910 0.393
H -0.072 -0.751 1.451 0.218
H -1.922 -1.932 -0.037 0.202
H -2.551 -1.150 1.435 0.211
H -3.480 -1.068 -0.070 0.212
H 2.270 1.517 -1.174 0.211
H 2.684 -1.269 -0.567 0.199
H 2.114 -1.398 1.101 0.207
H 3.128 -0.042 0.613 0.208
H 0.549 1.915 -1.113 0.225
H 1.145 0.627 -2.178 0.209

=====

2 | 19
Properties=species:S:1:pos:R:3:nbo_charge:R:1 method="wB97M-V/def2-TZVPD" total_charge=0 homo_lumo_gap_ev="7.8 / 7.8" smiles="C=C=CO.C=CNC"
C -0.421 -1.874 0.326 0.103
C 1.737 0.912 -0.484 -0.422
N 1.317 0.415 0.813 -0.629
C -1.027 -0.936 -0.431 -0.093
C 0.028 0.805 1.298 -0.002
C -1.598 -0.615 -1.564 -0.432
C -0.733 1.858 0.900 -0.482
O -0.218 -3.181 0.004 -0.665
H -0.414 -3.318 -0.931 0.480
H 2.058 0.475 1.503 0.381
H -0.358 -1.748 1.399 0.191
H -0.042 0.542 2.351 0.189
H 2.672 0.428 -0.762 0.203
H 0.984 0.614 -1.214 0.205
H 1.853 2.000 -0.511 0.176
H -1.134 -0.813 -2.522 0.188
H -2.466 0.031 -1.604 0.207
H -0.745 2.167 -0.132 0.194
H -1.493 2.236 1.560 0.207

=====

3 | 19
Properties=species:S:1:pos:R:3:nbo_charge:R:1 method="wB97M-V/def2-TZVPD" total_charge=0 homo_lumo_gap_ev="8.2 / 7.7"
C -1.877 -0.446 -0.237 0.150
C -0.450 0.277 0.520 0.394
C -2.811 -0.896 0.832 -0.696
C -0.307 1.736 0.484 -0.770
C 2.797 -0.965 -0.583 -0.636
C 1.755 0.077 -0.627 -0.069
N -1.822 -0.444 -1.432 -0.381
O 0.594 -0.445 0.151 -0.488
H -3.183 -0.243 1.661 0.242
H -2.389 -1.933 1.087 0.244
H -3.872 -1.117 0.389 0.221
H -0.999 2.059 -0.419 0.279
H 0.636 2.174 0.152 0.216
H -0.623 2.100 1.500 0.249
H 2.550 -1.704 -1.279 0.230
H 3.665 -0.428 -0.822 0.217
H 2.936 -1.131 0.508 0.226
H 1.389 0.278 -1.687 0.198
H 2.012 1.051 -0.198 0.176

=====

4 | 19
Properties=species:S:1:pos:R:3:nbo_charge:R:1 method="wB97M-V/def2-TZVPD" total_charge=0 homo_lumo_gap_ev=8.8 smiles=Cc1cc[nH]c1C.O
C 0.345 1.589 -0.372 -0.307
C 0.176 1.659 0.979 -0.070
N -0.530 0.545 1.363 -0.526
C -0.824 -0.216 0.250 0.118
C -0.272 0.386 -0.850 -0.097
C -0.254 -0.183 -2.236 -0.629
C -1.357 -1.616 0.463 -0.639
H 1.078 2.134 -0.940 0.224
H 0.520 2.395 1.621 0.215
H -0.927 0.349 2.264 0.408
H -0.584 0.571 -2.943 0.220
H -0.935 -1.030 -2.336 0.210
H 0.728 -0.601 -2.461 0.218
H -0.492 -2.275 0.538 0.218
H -1.927 -1.687 1.384 0.211
H -1.976 -1.858 -0.398 0.226
H 2.725 -0.412 1.830 0.458
H 1.796 0.072 0.785 0.475
O 2.711 0.178 1.060 -0.934

=====

Which is the most stable structure? 4 is the most stable.

=====

1 | 19
Properties=species:S:1:pos:R:3:nbo_charge:R:1 method="wB97M-V/def2-TZVPD" total_charge=0 homo_lumo_gap_ev=9.8 smiles="C[C@@]1(CO)C=CCN1"
C 0.830 1.668 -0.172 -0.613
C 0.408 0.228 0.066 0.029
C 1.653 -0.544 0.190 -0.061
C -1.749 -0.628 -0.593 -0.245
C -1.754 -0.352 0.883 -0.200
C -0.607 0.193 1.238 -0.171
H 0.004 2.368 -0.312 0.217
H 1.473 1.687 -1.043 0.204
H 1.415 1.960 0.674 0.213
H 2.177 -0.325 1.178 0.185
H 2.346 -0.305 -0.625 0.170
H 0.731 -2.168 -0.449 0.478
H -0.336 0.126 -1.880 0.376
H -2.542 0.005 -1.120 0.186
H -2.065 -1.676 -0.897 0.188
H -2.572 -0.699 1.469 0.219
H -0.415 0.792 2.117 0.214
N -0.357 -0.362 -1.010 -0.652
O 1.358 -1.968 0.284 -0.735

=====

2 | 19
Properties=species:S:1:pos:R:3:nbo_charge:R:1 method="wB97M-V/def2-TZVPD" total_charge=0 homo_lumo_gap_ev=10.1 smiles="CN1CC(C)(C)C1=O"
C -0.609 0.935 -0.249 0.692
C -0.242 -1.009 0.489 -0.236
C 0.745 0.233 0.141 -0.107
C 1.401 -0.103 -1.239 -0.624
C 1.775 0.805 1.117 -0.624
C -2.693 -0.515 -0.103 -0.408
N -1.340 -0.131 0.135 -0.434
O -0.692 2.005 -0.786 -0.601
H 0.131 -1.828 -0.160 0.211
H -0.163 -1.047 1.646 0.198
H 0.768 -0.629 -1.928 0.209
H 2.395 -0.657 -1.101 0.205
H 1.614 0.901 -1.685 0.229
H 2.519 0.022 1.141 0.216
H 1.335 1.066 2.162 0.217
H 2.131 1.831 0.754 0.236
H -2.758 -1.194 -0.916 0.195
H -3.080 -1.110 0.779 0.199
H -3.236 0.423 -0.198 0.228

=====

3 | 19
Properties=species:S:1:pos:R:3:nbo_charge:R:1 method="wB97M-V/def2-TZVPD" total_charge=0 homo_lumo_gap_ev=9.4 smiles="CC=C(C)C.N=C=O"
C -0.130 0.940 -0.798 -0.659
C -1.479 2.149 0.973 -0.626
C 0.498 -1.189 1.292 -0.648
C -0.615 0.973 0.626 0.014
C -0.328 0.036 1.520 -0.197
H -0.726 0.129 2.523 0.187
H 0.937 0.734 -0.850 0.221
H -0.647 0.162 -1.360 0.224
H -2.350 2.179 0.320 0.209
H -0.320 1.893 -1.286 0.213
H -1.818 2.100 2.005 0.211
H -0.926 3.078 0.832 0.208
H -0.134 -2.077 1.338 0.213
H 0.991 -1.170 0.325 0.216
H 1.253 -1.283 2.073 0.211
N 1.997 -2.022 -1.957 -0.783
C 1.025 -2.069 -2.645 0.863
O 0.060 -1.909 -3.256 -0.506
H 2.711 -2.652 -1.676 0.429

=====

4 | 19
Properties=species:S:1:pos:R:3:nbo_charge:R:1 method="wB97M-V/def2-TZVPD" total_charge=0 homo_lumo_gap_ev=9.1
C 1.120 0.023 -1.998 -0.605
C -0.109 0.080 -1.326 0.211
C 0.149 0.621 0.078 -0.354
C -0.593 0.799 1.420 -0.400
C -0.306 -0.751 2.011 -0.294
C -0.446 -0.698 -0.072 -0.047
H 1.144 1.011 -2.791 0.233
H 1.973 0.212 -1.215 0.215
H 1.613 -1.008 -2.720 0.229
H -1.606 1.419 -2.013 0.491
H 1.214 0.657 0.314 0.197
H -1.655 0.955 1.137 0.210
H -0.171 1.747 2.042 0.214
H 0.337 -1.068 2.979 0.217
H -1.348 -0.925 2.429 0.206
H 1.249 -1.074 0.691 0.338
H -1.615 -0.796 0.246 0.213
N 0.226 -1.587 0.887 -0.568
O -1.175 0.383 -2.098 -0.706

=====

Which is the most stable structure? 3 is the most stable.

=====

1 | 19
Properties=species:S:1:pos:R:3:nbo_charge:R:1 method="wB97M-V/def2-TZVPD" total_charge=0 homo_lumo_gap_ev=8.5 smiles="CC(C)N/C=C/C=O"
C 1.528 -0.690 1.246 -0.663
C 1.473 -0.104 -0.201 -0.061
C 1.361 1.472 -0.351 -0.628
C -1.045 -0.759 -0.540 0.078
C -1.770 0.289 0.172 -0.451
C -3.204 -0.081 -0.171 0.365
H 2.190 -1.723 1.233 0.231
H 2.238 0.157 1.696 0.212
H 0.533 -0.631 2.011 0.259
H 2.189 -0.420 -0.865 0.211
H 0.471 1.889 0.118 0.211
H 1.267 1.818 -1.370 0.225
H 2.251 2.065 0.028 0.220
H 0.612 -1.895 -1.167 0.362
H -1.593 -1.641 -0.978 0.212
H -1.286 1.104 0.590 0.224
H -3.402 -0.443 -1.197 0.126
N 0.334 -0.713 -0.791 -0.575
O -4.146 0.308 0.539 -0.558

=====

2 | 19
Properties=species:S:1:pos:R:3:nbo_charge:R:1 method="wB97M-V/def2-TZVPD" total_charge=0 homo_lumo_gap_ev=9.4 smiles="CCN1CC(=O)[C@H]1C"
C 0.092 2.097 0.910 -0.645
C 0.092 0.654 1.480 -0.219
C 1.506 -0.535 -0.447 -0.345
C 0.562 -0.283 -1.588 0.568
C -0.567 -0.322 -0.669 -0.198
C -1.304 -1.758 -0.548 -0.575
H 0.787 2.107 0.075 0.208
H -0.965 2.147 0.414 0.210
H 0.328 2.800 1.745 0.230
H 0.899 0.371 2.168 0.202
H -0.796 0.332 2.023 0.200
H 1.835 -1.647 -0.570 0.230
H 2.286 0.225 -0.447 0.228
H -1.478 0.350 -0.677 0.226
H -0.483 -2.525 -0.387 0.211
H -1.795 -1.911 -1.536 0.205
H -2.061 -1.720 0.351 0.222
N 0.296 -0.384 0.493 -0.433
O 0.766 0.002 -2.790 -0.524

=====

3 | 19
Properties=species:S:1:pos:R:3:nbo_charge:R:1 method="wB97M-V/def2-TZVPD" total_charge=0 homo_lumo_gap_ev=9.9 smiles=C[C@H]1CN2C[C@@H]2[C@@H]1O
C 0.488 -2.082 -0.634 -0.605
C -0.347 -0.995 0.139 -0.256
C 0.408 -0.215 1.242 -0.202
C 0.368 2.338 0.133 -0.183
C 0.187 1.092 -0.586 -0.103
C -0.916 0.063 -0.797 0.092
H 1.218 -1.612 -1.264 0.200
H 0.962 -2.732 0.140 0.215
H -0.173 -2.633 -1.236 0.214
H -1.217 -1.463 0.629 0.222
H 0.095 -0.456 2.249 0.211
H 1.524 -0.421 1.123 0.171
H 1.401 2.780 0.105 0.189
H -0.364 3.083 0.410 0.221
H 1.119 0.643 -0.916 0.171
H -0.903 -0.311 -1.767 0.186
H -1.777 1.068 0.458 0.476
N 0.051 1.179 0.929 -0.499
O -2.125 0.676 -0.360 -0.719

=====

Which is the most stable structure? 2 is the most stable.

=====

1 | 19
Properties=species:S:1:pos:R:3:nbo_charge:R:1 method="wB97M-V/def2-TZVPD" total_charge=0 homo_lumo_gap_ev="7.1 / 7.1"
C 0.726 0.153 0.306 -0.140
C 1.441 0.264 -1.004 -0.651
C 0.640 1.403 1.142 -0.656
C -1.345 0.231 -0.247 0.363
C -1.020 -1.063 0.286 0.238
C -0.794 -2.133 -0.543 -0.672
O -1.372 -1.315 1.598 -0.670
N -1.658 1.129 -1.014 -0.602
H -1.953 -0.599 1.899 0.474
H 1.075 -0.690 0.893 0.227
H -0.954 1.621 -1.575 0.368
H 1.605 1.589 1.626 0.229
H 0.386 2.284 0.550 0.207
H 1.517 -0.703 -1.503 0.231
H 0.959 0.981 -1.681 0.184
H 2.461 0.636 -0.849 0.225
H -0.097 1.288 1.943 0.214
H -0.335 -2.007 -1.510 0.203
H -1.282 -3.070 -0.315 0.227

=====

2 | 19
Properties=species:S:1:pos:R:3:nbo_charge:R:1 method="wB97M-V/def2-TZVPD" total_charge=0 homo_lumo_gap_ev=10.7 smiles="[H]/N=C(/C)O[C@@H](C)C=C"
C -0.423 -1.970 -1.871 -0.680
C -0.507 -1.112 -0.649 0.578
C 1.113 0.808 1.078 -0.229
C 2.214 0.113 0.754 -0.362
N -0.847 -1.605 0.490 -0.717
H -0.821 -0.897 1.219 0.333
H 0.994 1.137 2.108 0.207
H 0.120 -2.888 -1.628 0.240
H -1.429 -2.220 -2.215 0.237
H 0.117 -1.454 -2.670 0.225
H 2.396 -0.219 -0.265 0.199
H 2.961 -0.138 1.499 0.205
C -1.278 1.659 0.736 -0.630
C 0.030 1.194 0.099 0.051
O -0.191 0.176 -0.907 -0.521
H 0.418 2.060 -0.454 0.209
H -1.102 2.483 1.436 0.218
H -1.797 0.864 1.278 0.212
H -1.968 2.009 -0.039 0.225

=====

3 | 19
Properties=species:S:1:pos:R:3:nbo_charge:R:1 method="wB97M-V/def2-TZVPD" total_charge=0 homo_lumo_gap_ev=4.0
O -1.136 3.210 -2.254 -0.547
C -0.694 2.178 -1.772 0.285
C -1.504 1.102 -1.263 -0.163
C -0.977 -0.124 -0.702 -0.462
C 0.521 -0.205 -0.613 -0.488
N 0.625 -2.333 2.359 -0.574
C 0.136 -1.863 1.265 -0.015
C 0.962 -1.245 0.276 -0.009
H 0.390 1.973 -1.712 0.100
H 1.867 1.888 2.455 0.014
H -2.569 1.284 -1.276 0.209
H -1.339 -0.993 -1.281 0.225
H -1.450 -0.261 0.289 0.224
H 0.989 0.747 -0.285 0.250
H 0.949 -0.393 -1.608 0.241
H 2.209 1.502 1.928 -0.015
H -0.091 -2.896 2.817 0.335
H -0.903 -2.071 0.987 0.173
H 2.015 -1.501 0.388 0.217

=====

Which is the most stable structure? 2 is the most stable.